## a
Computed, not measured: a structure of composition C2H3IO2, with ωB97M-V/def2-TZVPD.

```
8
C2H3IO2 | OMol25 | ωB97M-V/def2-TZVPD
C 0.001 -0.235 -0.076
I 0.171 -4.363 -0.283
O -1.113 -2.102 1.169
H -0.817 0.528 0.220
H 1.019 0.059 0.386
C -0.391 -1.677 0.346
H -0.028 -0.195 -1.146
O 0.506 -2.513 -0.348
```

Its HOMO energy is -9.54 eV.

These are the Löwdin partial charges, in e, on atoms 1 to 4: 0.0022, 1.0459, 0.0625, 0.1103

---

## b
Computed, not measured: a cluster of 2 separate species, C2H3IO2 in total, with ωB97M-V/def2-TZVPD.

```
8
C2H3IO2 | OMol25 | ωB97M-V/def2-TZVPD
I 2.386 -1.794 -0.197
O -1.391 -0.742 1.160
C 1.415 -0.036 -0.005
H 1.799 0.815 -0.578
H -2.300 -1.167 -0.548
O -0.712 -0.132 -0.935
C -1.427 -0.666 -0.096
H 0.975 0.187 0.972
```

Its HOMO energy is -9.30 eV.

These are the Löwdin partial charges, in e, on atoms 1 to 4: 0.9597, -0.0520, -0.4667, 0.0178

---

The relative energies come out as a 0.0; b 54.0, with values in kcal/mol.

---

## a
Computed, not measured: a cluster of 2 separate species, CH3Br2IOSi in total, with ωB97M-V/def2-TZVPD.

```
9
CH3Br2IOSi | OMol25 | ωB97M-V/def2-TZVPD
Si -2.714 1.373 -0.774
H 0.858 1.425 -0.966
O -1.150 1.347 -0.755
H 0.070 1.194 -2.550
I -3.262 3.790 -0.991
C -0.022 0.951 -1.481
Br -3.522 0.269 0.970
Br 1.443 -2.142 -2.554
H 0.062 -0.232 -1.407
```

Its HOMO energy (spin up / spin down) is -9.86 / -7.96 eV.

These are the Löwdin partial charges, in e, on atoms 1 to 4: -0.2953, 0.1049, -0.4638, 0.0863

---

## b
Computed, not measured: an isolated molecule of CH3Br2IOSi, with ωB97M-V/def2-TZVPD.

```
9
CH3Br2IOSi | OMol25 | ωB97M-V/def2-TZVPD
H -0.251 1.208 1.469
C -0.116 0.535 0.554
I 3.171 3.557 -0.567
Br 4.096 -0.119 0.005
O 1.034 0.868 -0.192
Br 2.108 1.828 2.760
H 0.071 -0.537 0.785
H -0.935 0.615 -0.180
Si 2.514 1.356 0.295
```

As for the SMILES: CO[Si](Br)(Br)I. Its HOMO energy is -9.99 eV.

These are the Löwdin partial charges, in e, on atoms 1 to 4: 0.0562, -0.1659, 0.4622, 0.3741

---

The relative energies come out as a 85.9; b 0.0, with values in kcal/mol.

---

## a
Computed, not measured: a cluster of 2 separate species, C10H15NO2 in total, with ωB97M-V/def2-TZVPD.

```
28
C10H15NO2 | OMol25 | ωB97M-V/def2-TZVPD
H -0.966 2.501 -2.647
C 3.694 -0.367 0.013
O -2.849 1.118 -2.130
H 1.206 1.851 -1.545
C -0.944 2.349 -1.559
O -1.477 -1.818 1.397
H 4.126 0.463 0.606
H -1.618 -2.642 0.921
H 0.034 -3.019 -0.342
H 0.231 0.464 -1.451
H 3.495 -0.124 -1.105
C -0.139 -1.493 1.183
H 4.518 -1.037 -0.208
H 2.245 0.758 1.962
H 2.347 -2.202 -1.039
H -0.745 3.334 -1.148
H -2.298 2.024 0.794
C 1.801 -1.871 -0.159
C 0.493 -2.197 0.180
C 1.686 -0.066 1.536
H -3.679 1.224 0.078
N -2.731 1.546 0.025
C 0.343 -0.382 1.847
C 2.336 -0.831 0.571
C 0.230 1.520 -1.137
C -2.148 1.573 -1.234
H -0.168 0.127 2.660
H 0.369 1.405 -0.077
```

As for the SMILES: Cc1ccc(O)cc1.CCC(N)=O. Its HOMO energy is -8.51 eV.

These are the Löwdin partial charges, in e, on atoms 1 to 4: 0.1255, -0.0690, 0.0315, 0.0878

---

## b
Computed, not measured: a cluster of 2 separate species, C10H15NO2 in total, with ωB97M-V/def2-TZVPD.

```
28
C10H15NO2 | OMol25 | ωB97M-V/def2-TZVPD
H -1.042 -3.723 0.403
H 0.161 2.295 0.139
H -1.441 0.214 2.314
O -1.720 1.328 -0.538
H -0.595 0.310 -2.551
N -1.846 0.107 1.334
C -0.099 3.060 0.973
C -1.428 2.622 1.444
H 0.757 3.124 1.700
C 2.234 -0.999 -1.120
H -0.190 4.043 0.333
C -0.119 -3.306 0.659
C 1.662 -1.891 -0.229
H -1.488 2.814 2.500
H 0.737 -4.011 0.685
H -2.284 3.354 1.140
C 0.366 -2.179 -0.213
H -0.301 -3.084 1.780
H -1.486 -1.630 -1.031
O 1.912 0.857 -2.591
H -1.675 -0.665 0.650
H 2.781 0.955 -2.828
H 2.437 -2.401 0.409
H 3.319 -0.898 -1.424
C 0.061 -0.263 -1.792
C 1.395 -0.075 -1.817
C -0.440 -1.316 -0.997
C -1.670 1.357 0.666
```

As for the SMILES: Cc1ccc(O)cc1.CCC(N)=O. Its HOMO energy is -8.28 eV.

These are the Löwdin partial charges, in e, on atoms 1 to 4: 0.0467, 0.0900, 0.1245, 0.0276

---

## c
Computed, not measured: an isolated molecule of C10H15NO2, with ωB97M-V/def2-TZVPD.

```
28
C10H15NO2 | OMol25 | ωB97M-V/def2-TZVPD
O 1.542 0.394 0.822
C -1.279 2.204 -0.342
H 2.107 -3.830 2.546
H 1.642 -2.209 3.070
C 1.613 -2.909 2.234
C 0.516 0.730 0.300
H -1.569 -1.877 -0.715
N 2.366 -2.339 1.158
C 0.435 -2.276 -0.385
H -2.768 0.595 -0.343
H -1.605 0.539 -1.674
C 0.245 2.078 -0.324
H -1.129 -0.181 1.242
H -2.877 3.256 -1.342
H -1.401 4.201 -1.132
H 0.334 -3.266 -0.816
O 2.584 -1.452 -0.896
C 1.825 -1.998 0.072
C -0.759 -0.099 0.210
C -1.726 0.764 -0.613
H 3.461 -1.288 -0.519
C -0.630 -1.492 -0.334
H 0.566 -3.123 1.986
C -1.790 3.212 -1.360
H -1.621 2.501 0.655
H 0.634 2.051 -1.345
H -1.473 2.938 -2.363
H 0.758 2.877 0.209
```

As for the SMILES: C/N=C(O)\C=C/[C@@H]1C[C@H](C)CC1=O. Its HOMO energy is -8.91 eV.

These are the Löwdin partial charges, in e, on atoms 1 to 4: 0.1142, -0.3768, 0.0719, 0.0765

---

## d
Computed, not measured: a cluster of 2 separate species, C10H15NO2 in total, with ωB97M-V/def2-TZVPD.

```
28
C10H15NO2 | OMol25 | ωB97M-V/def2-TZVPD
C -2.689 1.065 -0.627
O -0.788 -1.280 1.911
H 0.829 0.417 2.534
N -2.711 0.513 0.596
C 0.266 -1.053 1.020
H 0.027 3.037 -1.484
C 2.586 -0.845 -0.109
C 1.049 -0.025 1.567
H -0.380 -2.535 -0.336
C 2.202 0.131 0.830
C 3.996 -0.640 -0.573
C 0.444 -1.895 -0.049
O -2.998 0.492 -1.655
H -0.519 1.353 -1.987
H -1.648 -1.525 1.560
H -2.061 3.255 -0.134
H 4.744 -0.701 0.217
C 1.707 -1.786 -0.634
C -1.952 2.423 -0.852
H -2.581 2.811 -1.702
H -2.326 0.966 1.404
H 4.175 0.290 -1.156
C -0.549 2.143 -1.181
H 0.062 1.555 -0.455
H -3.161 -0.378 0.708
H 2.940 0.845 1.164
H 4.209 -1.312 -1.441
H 1.992 -2.373 -1.482
```

As for the SMILES: Cc1ccc(O)cc1.CCC(N)=O. Its HOMO energy is -8.47 eV.

These are the Löwdin partial charges, in e, on atoms 1 to 4: -0.5516, -0.0242, 0.1259, 0.1756

---

The relative energies come out as a 0.0; b 31.4; c 2.2; d 4.8, with values in kcal/mol.

---

## a
Computed, not measured: an isolated molecule of C9H16N2O, with ωB97M-V/def2-TZVPD.

```
28
C9H16N2O | OMol25 | ωB97M-V/def2-TZVPD
N 2.840 0.071 -0.069
C -0.724 2.078 -1.116
C -0.715 0.992 -0.031
C -0.863 1.632 1.355
H -1.868 -0.336 -1.304
H 0.889 -2.781 1.377
H -0.718 -2.229 -1.076
C 0.847 -1.141 -0.023
N 0.575 0.287 -0.085
H 0.903 -2.877 -1.292
H -0.023 2.293 1.547
O 1.896 2.180 0.064
H 0.048 2.816 -0.925
H -2.815 0.664 -0.215
H -1.977 -0.737 0.422
C 2.355 -1.092 -0.073
H -0.895 0.868 2.129
H -0.548 1.636 -2.094
H 0.845 -1.188 2.143
C 0.459 -1.784 1.319
H -1.690 2.577 -1.126
H -0.618 -1.870 1.422
C 0.324 -1.959 -1.208
H 0.437 -1.396 -2.131
C 1.754 0.988 -0.025
H 2.969 -1.977 -0.091
C -1.907 0.072 -0.298
H -1.780 2.214 1.403
```

As for the SMILES: CC(C)(C)N1C(=O)N=CC1(C)C. Its HOMO energy is -9.39 eV.

These are the Löwdin partial charges, in e, on atoms 1 to 4: 0.1866, -0.0292, -0.5317, -0.0200

---

## b
Computed, not measured: a cluster of 2 separate species, C9H16N2O in total, with ωB97M-V/def2-TZVPD.

```
28
C9H16N2O | OMol25 | ωB97M-V/def2-TZVPD
C 4.231 1.628 -0.068
C -3.258 0.696 0.228
H 3.318 -0.283 -1.614
C 2.537 -1.480 -0.055
N -2.636 -1.509 -0.569
C -3.671 -2.001 -0.013
C 4.281 0.324 0.198
H -4.300 -1.485 0.716
H -3.534 0.473 1.243
C -2.720 2.071 0.214
H 2.811 -1.933 0.905
H -1.688 0.182 -1.020
H 4.739 -0.037 1.143
C 0.648 -0.563 1.306
H 4.687 2.376 0.575
H 3.637 2.007 -0.920
C 1.312 -0.619 0.153
N -2.281 -0.231 -0.301
H 2.269 -2.315 -0.713
H -3.186 2.778 0.940
H -3.922 -3.026 -0.287
H 1.041 -0.999 2.217
H -0.308 -0.035 1.391
O -1.834 2.419 -0.521
C 3.696 -0.728 -0.681
H 4.472 -1.460 -0.963
H 0.934 -0.095 -0.719
H -4.203 0.712 -0.330
```

As for the SMILES: C=CCCC=C.C=NNCC=O. Its HOMO energy is -9.00 eV.

These are the Löwdin partial charges, in e, on atoms 1 to 4: -0.0066, -0.2035, 0.1121, -0.2294

---

The relative energies come out as a 0.0; b 91.9, with values in kcal/mol.